# 1
# CH4N2

An isolated molecule of CH4N2 in a non-equilibrium geometry (ωB97M-V/def2-TZVPD, OMol25).

As for the total charge: 0. The energy relative to the best compared isomer or geometry (same formula, charge and spin) comes out at 158.58 kJ/mol. As for the SMILES: [H]/N=C\N. As for the largest force on an atom: 2.1 eV/A. The total energy is -4081.239 eV. The value obtained for the molar mass is 44.06 g/mol. For the lowest unoccupied orbital energy, the calculation gives 0.0418 hartree.

The geometry in XYZ format:
```
7
Properties=species:S:1:pos:R:3:forces:R:3
C -0.417859 0.489361 -0.067130 -0.1 -2.1 0.4
N 0.832604 0.005517 -0.491769 -0.2 0.5 0.3
H -1.054708 1.088410 -0.700572 0.7 0.9 -0.4
H 1.344503 -0.406643 0.272348 -0.1 -0.2 0.0
H -0.708995 -0.808856 1.337817 1.0 0.4 0.4
H 0.991032 -0.479975 -1.357952 -0.3 0.3 -0.3
N -0.986577 0.112185 1.007258 -1.0 0.1 -0.4
```
Forces are in eV/Å.

***

# 2
# C3H10O

A cluster of 2 separate species, C3H10O in total in a non-equilibrium geometry (ωB97M-V/def2-TZVPD, OMol25).

As for the total charge: 0. The energy relative to the best compared isomer or geometry (same formula, charge and spin) comes out at 161.63 kJ/mol. As for the SMILES: CC.CO. As for the largest force on an atom: 5.8 eV/A. The total energy is -5318.938 eV. The value obtained for the molar mass is 62.11 g/mol. For the lowest unoccupied orbital energy, the calculation gives 0.0344 hartree.

The geometry in XYZ format:
```
14
Properties=species:S:1:pos:R:3:forces:R:3
H 1.118043 1.006993 0.843869 0.4 0.9 2.0
H 0.471639 -1.190336 -2.743299 0.1 -0.2 -0.3
H -0.272538 -2.656186 -2.077913 -0.4 -1.2 -0.4
H -0.725492 -0.550180 -0.111710 0.3 -0.7 0.5
H -0.975036 0.304247 -1.527455 -0.3 -2.5 0.1
C -0.950573 -0.819305 -1.135360 -0.2 2.4 -0.9
O -0.360391 1.112632 2.407361 2.8 0.5 0.7
C 0.856533 1.727330 1.711113 -4.5 -1.0 -3.4
H -1.950966 -1.271388 -1.135077 0.2 0.4 -0.2
H -0.089345 1.144179 3.337089 -0.5 -0.3 -0.1
C 0.106575 -1.700660 -1.863400 0.6 2.0 2.2
H 0.216383 2.456709 1.153041 1.4 0.2 0.2
H 1.620962 2.230929 2.261454 0.4 -0.3 0.7
H 0.934206 -1.794965 -1.119713 -0.3 -0.2 -0.9
```
Forces are in eV/Å.

***

# 3
# C5H8O2

A structure of composition C5H8O2 in a non-equilibrium geometry (ωB97M-V/def2-TZVPD, OMol25).

As for the total charge: 0. The energy relative to the best compared isomer or geometry (same formula, charge and spin) comes out at 516.63 kJ/mol. As for the largest force on an atom: 1.3 eV/A. The total energy is -9404.478 eV. The value obtained for the molar mass is 100.12 g/mol. For the lowest unoccupied orbital energy (spin up / spin down), the calculation gives -0.0438 / -0.0438 hartree.

The geometry in XYZ format:
```
15
Properties=species:S:1:pos:R:3:forces:R:3
H 0.101345 2.446563 -0.218741 0.0 -0.1 -0.2
H 0.294230 1.695378 -1.905260 -0.2 0.2 0.1
H 0.544345 -1.062519 -1.865534 0.0 0.2 0.3
H 0.694686 -1.303070 2.553076 -0.2 -0.1 -0.3
O -1.219052 -0.950684 1.928338 -0.6 -0.1 0.2
H -1.524980 0.042194 -1.354190 0.0 0.2 0.2
C -1.126065 0.683857 -0.576004 -0.5 0.1 -0.2
H 0.275899 -1.616057 0.653920 -0.1 0.2 0.9
C -0.038745 -1.110647 1.736411 0.7 -0.3 -0.6
H 1.777968 -1.221148 -0.487040 0.2 -0.3 0.0
C 0.888359 -0.760772 -0.873155 -0.1 0.2 -0.1
O 0.675587 0.432777 1.112131 0.1 -0.1 -0.3
C 0.405630 0.342810 -0.167022 0.9 -0.8 0.6
H -1.681063 0.772470 0.351331 0.0 0.0 -0.2
C -0.068144 1.608846 -0.888262 -0.2 0.5 -0.4
```
Forces are in eV/Å.

***

# 4
# C5H6ClNO

A cluster of 2 separate species, C5H6ClNO in total in a non-equilibrium geometry (ωB97M-V/def2-TZVPD, OMol25).

As for the total charge: 0. The energy relative to the best compared isomer or geometry (same formula, charge and spin) comes out at 504.45 kJ/mol. As for the largest force on an atom: 3.5 eV/A. The total energy is -21337.254 eV. The value obtained for the molar mass is 131.56 g/mol. For the lowest unoccupied orbital energy (spin up / spin down), the calculation gives 0.0034 / -0.0039 hartree.

The geometry in XYZ format:
```
14
Properties=species:S:1:pos:R:3:forces:R:3
H 0.028162 0.170109 1.823033 -0.6 -1.4 0.5
H -0.976988 -1.910166 -0.382224 0.3 1.9 1.0
H -1.290197 0.103860 -1.895513 -0.3 0.3 -1.4
N -0.084362 2.201327 0.467466 0.7 0.6 1.2
H 1.364252 0.850726 -1.813054 0.6 0.3 -0.4
C 0.204883 -0.627659 1.075838 0.7 0.9 -0.8
H 2.282708 0.463133 0.581105 -2.0 -0.9 -0.2
Cl 0.810849 -2.216394 1.839453 -0.5 1.4 -0.5
C -0.937974 -0.806668 0.030983 -1.3 -2.3 0.5
C -0.576920 0.062843 -1.127755 2.8 -0.5 1.1
O -0.934394 1.953697 -0.239846 -0.8 0.0 -0.5
C 1.232775 0.116432 0.240923 2.6 0.5 -0.2
H -1.980724 -0.662909 0.459115 1.2 0.1 -0.4
C 0.857928 0.301669 -1.059523 -3.3 -1.0 0.0
```
Forces are in eV/Å.

***

# 5
# C4H10NO2S

A cluster of 2 separate species, C4H10NO2S in total in a non-equilibrium geometry (ωB97M-V/def2-TZVPD, OMol25).

As for the total charge: -1. The energy relative to the best compared isomer or geometry (same formula, charge and spin) comes out at 152.67 kJ/mol. As for the largest force on an atom: 2.4 eV/A. The total energy is -20731.355 eV. The value obtained for the molar mass is 136.20 g/mol. For the lowest unoccupied orbital energy, the calculation gives 0.1273 hartree.

The geometry in XYZ format:
```
18
Properties=species:S:1:pos:R:3:forces:R:3
H -0.763980 1.577165 -2.883654 0.4 -0.1 0.1
O -1.331706 2.032762 -2.262430 -0.4 0.2 0.2
C -2.237126 -0.639965 0.827688 -0.3 0.9 -0.5
C 0.153298 -0.396549 1.372440 1.7 -1.3 -1.0
H -2.216373 -1.739337 1.037379 0.8 0.7 0.4
H -1.036615 0.927504 0.297662 -0.5 0.1 0.1
C 1.026480 -0.993968 0.228519 0.2 -1.6 1.0
N -1.119345 0.142977 0.922793 0.5 -1.6 0.9
H -0.766066 2.503483 -1.639252 0.2 -0.2 -0.3
S 3.090388 0.880992 0.465439 -0.1 0.0 -0.1
H 0.469823 -1.688834 -0.411579 -0.7 0.5 -0.3
H 1.701709 -1.781339 0.693890 -0.2 1.3 -0.2
O -3.301339 -0.168309 0.478805 -0.5 -0.2 -0.2
H 0.114135 -1.203311 2.117272 -1.0 0.4 0.0
H 0.841530 0.340274 1.783653 -0.4 0.5 0.2
H 1.226099 0.732117 -1.089323 -0.4 0.1 0.4
H 2.299131 -0.535507 -1.397654 0.2 0.1 0.5
C 1.849955 0.009842 -0.541641 0.4 -0.1 -1.0
```
Forces are in eV/Å.

***

# 6
# C9H10GaN2

A structure of composition C9H10GaN2 in a non-equilibrium geometry (ωB97M-V/def2-TZVPD, OMol25).

As for the total charge: -1. As for the largest force on an atom: 3.1 eV/A. The total energy is -64850.947 eV. The value obtained for the molar mass is 215.92 g/mol. For the lowest unoccupied orbital energy, the calculation gives 0.1330 hartree.

The geometry in XYZ format:
```
22
Properties=species:S:1:pos:R:3:forces:R:3
C 0.762456 2.503873 -1.822328 -0.7 -0.6 1.1
H 1.807064 2.532617 -2.101872 -0.1 0.1 -0.3
N 1.314081 1.365815 0.233032 -0.2 -0.8 1.3
H -2.055756 -2.325392 1.291869 0.4 0.2 -0.2
C -0.017685 0.012996 2.887495 0.0 0.1 3.1
C -1.281247 -1.420359 -0.640801 1.4 -1.0 0.2
H 0.575335 -2.884339 1.799594 -0.2 0.4 -0.3
H 2.059530 -2.000747 -0.320931 -0.6 0.2 0.2
H -1.277664 2.255735 0.738817 0.2 0.4 -0.5
C 0.188012 -2.363379 0.922243 -0.3 0.5 -1.1
N 0.003788 0.003975 4.064213 -0.1 0.0 -2.6
H -2.195087 -1.082376 -1.137757 0.5 0.0 0.3
C 0.419157 1.912892 -0.635928 0.7 1.0 -1.1
H 2.310238 1.402471 0.066346 -0.2 0.1 -0.3
C 0.065037 -1.294742 -1.161138 -0.6 -1.1 0.8
H -0.040679 2.871326 -2.432651 0.1 0.3 -0.4
C -1.205550 -2.064354 0.655711 0.8 0.1 -1.0
H -1.737492 1.581504 -0.879492 0.0 -0.2 0.1
C -0.964779 1.637498 -0.115661 0.2 -0.3 0.7
C 0.978934 -1.875612 -0.188588 -1.6 -0.1 -0.1
Ga -0.055675 0.100022 0.910580 0.2 0.6 -0.8
H 0.347984 -0.869414 -2.132751 -0.2 0.0 0.7
```
Forces are in eV/Å.